one | C6H13NO | ωB97M-V/def2-TZVPD

Cartesian coordinates (Å):
O (-6.26606, -2.65678, 2.62371)
N (1.51009, 1.78189, 0.68791)
C (0.93961, 1.84561, -1.64337)
C (0.79711, 1.30454, -0.43539)
C (0.03790, 0.03839, -0.12451)
C (1.60645, 2.92980, 1.20352)
C (0.94228, -1.23165, -0.15706)
C (1.23851, -1.81790, -1.53689)
H (1.50013, 2.75535, -1.78545)
H (2.24261, 3.00207, 2.13215)
H (1.80188, -0.91031, 0.34570)
H (1.23606, 3.88830, 0.77457)
H (0.66560, -2.79493, -1.52289)
H (-5.82319, -2.31767, 3.44557)
H (0.50593, -2.06762, 0.50402)
H (-0.81127, 0.06167, -0.80961)
H (-0.49405, 0.05364, 0.88914)
H (2.31424, -2.09506, -1.60222)
H (-5.72790, -2.12672, 2.00148)
H (0.78162, 1.48881, -2.65917)
H (1.00244, -1.13142, -2.33123)

The multiplicity is 2. As for the total charge: +1.

Results of the natural (NBO) charge analysis, in e, for atoms 1 through 4: -0.917 -0.252 -0.129 0.251

---

two | C6H13NO | ωB97M-V/def2-TZVPD

Cartesian coordinates (Å):
O (-0.96165, 0.29670, -2.54730)
N (1.79949, 0.36289, -1.83628)
C (-0.30040, -1.17681, -0.37638)
C (0.53939, 0.11630, 1.70776)
C (-1.44817, -1.59181, 0.14320)
C (1.57739, 0.44096, -0.47933)
C (-0.78772, 0.93650, 2.04542)
C (0.60438, -0.16653, 0.26659)
H (-1.49053, -0.34518, -2.05878)
H (-0.54065, 0.86942, -1.89788)
H (1.32107, 0.76717, 2.11633)
H (2.54208, 0.98181, -2.12582)
H (1.12742, 0.14304, -2.56986)
H (2.44267, 1.00327, -0.12309)
H (0.68117, -0.81000, 2.28476)
H (-2.05732, -2.34901, -0.33614)
H (-1.42088, 0.60170, 1.24546)
H (-1.10787, 0.70590, 3.05332)
H (-1.96140, -1.20208, 1.01010)
H (-0.68316, 1.99107, 1.77281)
H (0.12469, -1.57531, -1.29490)

The multiplicity is 2. As for the total charge: +1.

Results of the natural (NBO) charge analysis, in e, for atoms 1 through 4: -0.922 -0.619 -0.290 -0.482

---

Most stable: two

---

one | C19H21N3O4 | ωB97M-V/def2-TZVPD

Cartesian coordinates (Å):
O (-0.29350, -0.75223, -1.46802)
O (4.51045, 1.26394, 0.84373)
O (5.49097, 0.00380, -0.57732)
O (-1.55301, -3.91344, 0.09639)
N (1.75422, -0.72542, -0.43339)
N (-1.77547, -1.63220, 0.43420)
N (-2.58265, -0.75153, 0.40114)
C (0.41395, -0.98333, -0.52769)
C (2.27469, -0.06480, -1.50938)
C (-4.57696, 3.03249, -0.37572)
C (-3.80616, -0.46842, 0.00841)
C (-0.46432, -1.28376, 0.50092)
C (3.77690, -1.12282, 0.60577)
C (3.30564, 0.78988, -1.05367)
C (-4.50104, -1.91157, -0.23701)
C (-3.62984, -3.03339, -0.23222)
C (-2.27222, -2.83047, 0.07057)
C (-5.97807, 3.06459, 0.25294)
C (6.05497, 1.53029, 1.01956)
C (-6.67497, 1.90243, 0.22026)
C (6.51470, 0.86396, -0.24352)
C (-3.87483, 2.03102, -0.14536)
C (-4.62798, 0.56216, 0.03078)
C (4.26782, 0.31163, -0.15818)
C (-6.08923, 0.78446, 0.31894)
C (2.38899, -1.03902, 0.79931)
H (-2.95467, 1.85768, -0.41037)
H (6.12503, 2.50476, 1.47439)
H (2.14291, -0.36913, 1.37745)
H (-5.46388, -2.03544, -0.72193)
H (1.49355, 0.22577, -2.33497)
H (4.34502, -1.18344, 1.36717)
H (2.71915, 1.69573, -0.48714)
H (1.97815, -1.90213, 1.46455)
H (7.43840, 0.53313, -0.19963)
H (3.76745, 1.27470, -2.02075)
H (-0.21028, -0.76910, 1.51877)
H (-4.11967, 3.80886, -0.34578)
H (-7.86475, 1.94199, 0.59945)
H (3.99485, -1.96828, 0.03225)
H (0.01828, -2.52881, 1.10911)
H (6.44929, 1.99488, -0.92972)
H (-6.43364, -0.33616, 0.57568)
H (-4.00919, -3.92110, -0.58087)
H (-6.61264, 3.93816, -0.00247)
H (2.92870, -1.23285, -2.14252)
H (6.21488, 0.84248, 2.01587)

Results of the natural (NBO) charge analysis, in e, for atoms 1 through 4: -0.623 -0.571 -0.511 -0.639

---

two | C19H21N3O4 | ωB97M-V/def2-TZVPD

Cartesian coordinates (Å):
O (1.67486, 2.93828, -0.67845)
O (-5.73413, 1.06280, 1.46223)
O (0.46428, -1.03965, -2.49323)
O (1.72452, -3.51422, 0.24793)
N (-0.02414, 0.84766, -1.26790)
N (2.85053, 1.03845, -1.08561)
N (2.07516, 0.51065, -2.12869)
C (1.26169, -0.07266, 1.45232)
C (-1.91566, 1.64070, -0.06149)
C (-1.32351, 0.63609, -0.83157)
C (0.46087, -3.80882, -0.30795)
C (1.92637, -2.27580, 0.75998)
C (2.94467, 1.70520, 2.01609)
C (-5.28046, 0.20325, 0.73718)
C (-3.32020, -0.68606, -0.60323)
C (-6.08630, -1.02088, 0.36988)
C (3.24786, -1.94869, 1.07702)
C (3.52970, 2.39269, 0.76009)
C (-3.18887, 1.47471, 0.43042)
C (2.59045, 2.18342, -0.40859)
C (-2.04249, -0.52846, -1.09966)
C (2.57838, 0.28114, 1.70702)
C (3.56527, -0.68822, 1.53732)
C (0.92904, -1.33174, 0.98366)
C (-3.91603, 0.30846, 0.17230)
C (0.77604, 0.00636, -1.96698)
H (0.55713, -4.80320, -0.74014)
H (2.63139, -0.06735, -2.74829)
H (-1.59611, -1.29825, -1.70726)
H (-5.59392, -1.91743, 0.74041)
H (3.62068, 3.46314, 0.94267)
H (-6.18454, -1.09642, -0.71059)
H (-3.65528, 2.24356, 1.02804)
H (-7.07368, -0.94523, 0.81819)
H (0.47453, 0.65127, 1.60670)
H (4.59532, -0.44722, 1.76116)
H (2.05749, 2.25227, 2.33669)
H (-0.32264, -3.82192, 0.45600)
H (4.00942, -2.69925, 0.93494)
H (-3.84952, -1.59892, -0.82730)
H (0.20330, -3.09232, -1.09349)
H (3.68747, 1.75167, 2.81430)
H (3.48388, 0.37745, -0.64459)
H (4.51383, 1.98209, 0.53326)
H (0.37117, 1.76902, -1.06011)
H (-0.10579, -1.55792, 0.78286)
H (-1.36201, 2.54679, 0.13880)

The SMILES is COc1ccc(CCC(=O)NNC(=O)Nc2ccc(C(C)=O)cc2)cc1.

Results of the natural (NBO) charge analysis, in e, for atoms 1 through 4: -0.642 -0.546 -0.636 -0.508

---

Most stable: two

---

one | C6H4O2 | ωB97M-V/def2-TZVPD

Cartesian coordinates (Å):
O (-0.81554, 2.46778, -0.00212)
O (2.72003, 0.50192, -0.02129)
C (-1.71600, -0.25412, 0.02828)
C (-2.83916, -0.72390, -0.04979)
C (0.01198, 1.56864, 0.01566)
C (-0.32960, 0.14263, 0.06588)
C (2.10590, -0.55097, 0.00751)
C (0.63981, -0.75310, -0.03074)
H (2.68835, -1.46657, 0.13566)
H (1.08860, 1.82049, -0.12717)
H (0.37112, -1.79882, -0.06201)
H (-3.92549, -0.95397, 0.04011)

The SMILES is C#C/C(C=O)=C/C=O.

Results of the natural (NBO) charge analysis, in e, for atoms 1 through 4: -0.481 -0.500 -0.051 -0.155

---

two | C6H4O2 | ωB97M-V/def2-TZVPD

Cartesian coordinates (Å):
O (-0.78919, -0.37550, 2.56143)
O (-1.79492, -1.81320, 0.61233)
C (0.49014, 0.22496, -1.37217)
C (0.78174, 0.57238, 1.18193)
C (-0.73718, -0.51484, -1.23101)
C (1.12730, 0.66122, -0.15084)
C (-0.42899, -0.08293, 1.49470)
C (-1.05334, -0.87832, 0.23712)
H (1.64213, 1.40062, -0.69724)
H (0.77258, 0.58469, -2.46504)
H (1.41177, 1.16168, 1.98198)
H (-1.42205, -0.94077, -2.15320)

The SMILES is O=C1C=CC=CC1=O.

Results of the natural (NBO) charge analysis, in e, for atoms 1 through 4: -0.439 -0.458 -0.215 -0.283

---

Most stable: one

---

one | C11H10 | ωB97M-V/def2-TZVPD

Cartesian coordinates (Å):
C (0.37395, 0.96217, -1.29245)
C (0.16847, -0.38122, -0.03948)
C (-2.69394, -0.83831, -0.68700)
C (1.50561, -1.03109, -0.04058)
C (1.12828, 0.04185, 0.97927)
C (1.63333, 1.18807, -1.19709)
C (-2.23786, 0.63710, -0.58756)
C (2.19503, 0.29893, -0.01634)
C (-0.82843, 0.27553, -0.89029)
C (1.12384, -0.00081, 2.49326)
C (-1.90211, -0.30458, -1.79589)
H (2.11824, 0.40709, 2.87022)
H (-2.68853, 1.62599, -0.42043)
H (2.01637, 1.88663, -1.83578)
H (1.63368, -2.13240, 0.03744)
H (-2.13270, -0.11409, -2.82636)
H (-2.17039, -1.52805, 0.10874)
H (3.25502, 0.37258, 0.29554)
H (0.27134, 0.69582, 2.77020)
H (0.92267, -1.01080, 2.97921)
H (-3.69184, -1.05044, -0.90464)

The SMILES is C[C@]12[C@@H]3C=C4[C@]5([C@@H]6C[C@@H]65)[C@@]41[C@@H]32.

Results of the natural (NBO) charge analysis, in e, for atoms 1 through 4: 0.046 -0.073 -0.384 -0.238

---

two | C11H10 | ωB97M-V/def2-TZVPD

Cartesian coordinates (Å):
C (-2.52585, 0.25685, -0.30750)
C (-0.12869, 0.82005, -1.24616)
C (-0.27006, -0.51428, 0.13981)
C (1.78273, -2.51880, -0.68478)
C (1.21197, 0.82979, -0.24700)
C (0.89861, -1.40594, 0.06234)
C (-1.17403, -0.14948, -0.94435)
C (1.88828, -0.55381, -0.24247)
C (2.83511, -1.69574, -0.77999)
C (1.32455, 1.50795, 1.08922)
C (0.97511, 1.38262, -1.60692)
H (1.53921, -3.53586, -1.09585)
H (-3.15498, -0.54377, -0.18296)
H (3.87843, -1.58572, -0.89554)
H (-0.41740, -0.34235, 1.21041)
H (-2.55108, 0.75124, 0.58085)
H (1.31564, 0.87689, 2.01482)
H (-1.28704, -1.07450, -1.57675)
H (-3.24206, 0.88248, -0.98209)
H (0.47643, 2.09364, 1.10300)
H (2.29995, 2.17565, 1.07673)

Results of the natural (NBO) charge analysis, in e, for atoms 1 through 4: -0.588 -0.044 -0.117 -0.126

---

Most stable: one